Entry 1:
Molecular formula: C5H39N3O13
Method: DFT, wB97M-V/def2-TZVPD

```
60
Properties=species:S:1:pos:R:3:forces:R:3:nbo_charge:R:1
C 2.3546 2.0843 -1.2162 -3.11 -0.36 -0.84 -0.632
C 1.5096 0.8429 -0.5846 1.72 1.99 -0.71 -0.033
C 1.8126 -0.4794 -1.3336 3.35 1.53 0.28 -0.419
C 0.9836 -0.5325 -2.5924 1.68 -0.08 -1.16 -0.263
N -0.6673 -2.9531 -1.5027 -0.91 -0.75 2.47 -0.848
C -0.9480 -1.6130 -1.6229 -0.19 -0.54 -0.87 0.304
N -0.3127 -0.6276 -2.1333 -4.04 0.31 0.66 -0.601
N 1.9587 0.8441 0.8314 -3.82 1.00 0.60 -0.899
H 3.3298 2.1485 -0.8174 0.93 0.03 0.66 0.208
H 1.7875 3.0232 -1.0843 0.52 -0.17 0.95 0.199
H 2.4094 2.1311 -2.2939 0.26 -0.83 -0.57 0.209
H 0.3920 1.0103 -0.6732 1.57 0.06 0.52 0.192
H 1.6538 -1.2878 -0.6662 -0.62 -0.93 0.42 0.189
H 2.9601 -0.5260 -1.4879 -1.73 0.17 -0.17 0.218
H 1.0955 0.4619 -3.1228 -0.05 -1.24 0.38 0.225
H 1.2081 -1.3527 -3.3235 0.35 0.47 0.70 0.196
H 0.2905 -3.2423 -1.5159 0.70 -0.12 -0.34 0.407
H -1.1436 -3.3997 -0.6212 0.79 1.29 -2.45 0.423
H -1.9960 -1.4695 -1.3784 0.00 0.52 0.21 0.161
H 1.8052 1.7681 1.3191 0.46 -1.18 -1.05 0.407
H 2.8722 0.5599 0.9891 1.98 -0.55 0.03 0.365
H -3.6692 -0.2620 2.5396 0.04 0.90 0.35 0.491
H -4.5335 -0.3852 1.1968 0.48 0.47 0.83 0.510
O -3.9916 -0.8463 1.8705 -1.13 -0.57 -0.84 -0.998
H -2.0819 0.5826 -3.3241 1.87 0.17 -0.77 0.503
H -3.5633 0.6940 -3.9417 1.31 -0.20 0.74 0.486
O -2.9915 0.4457 -3.1773 -3.24 0.02 0.20 -0.988
H 1.4823 -3.1256 0.1585 1.30 -1.44 -1.27 0.479
H 2.7650 -3.4669 -0.6712 1.25 0.51 0.11 0.494
O 1.8720 -3.7388 -0.5447 -2.13 0.62 1.32 -0.956
H -0.4027 -1.1856 1.3423 -1.67 -1.15 -0.56 0.491
H 0.6599 -0.2318 1.4768 1.10 -0.08 0.94 0.504
O 0.2514 -0.9916 1.9925 0.30 1.23 -0.29 -1.019
H -0.5289 -0.9076 5.1179 0.53 -0.66 1.21 0.462
H -0.4964 -0.4964 3.6972 -0.52 -0.03 0.10 0.487
O -1.0515 -0.4295 4.5030 -0.08 0.61 -1.41 -0.963
H 5.0765 -1.0231 -0.0971 0.34 0.32 -0.14 0.465
H 3.6701 -1.3599 0.5428 2.53 -1.54 -1.16 0.490
O 4.4879 -1.7623 0.0336 -2.52 0.94 1.32 -0.962
H -0.8799 1.9482 -2.0595 -0.03 -0.07 0.02 0.471
H 0.2463 2.8575 -2.2301 3.08 3.99 2.79 0.458
O -0.2216 2.2662 -2.6806 -3.28 -3.41 -3.23 -0.930
H 1.6024 4.5988 2.3650 0.07 0.91 1.11 0.471
H 0.6653 3.6347 1.6922 -0.32 -0.08 0.45 0.485
O 1.5579 3.9830 1.6620 0.77 -0.62 -1.56 -0.974
H -0.2893 1.8978 2.8558 0.82 -2.85 0.87 0.479
H -1.1314 2.6200 1.7943 0.79 -0.03 1.61 0.492
O -0.5691 2.7363 2.6229 -2.32 2.51 -2.58 -0.944
H -2.4070 -2.5250 1.7817 -0.38 0.13 -0.20 0.490
H -3.1490 -1.9423 0.5871 -0.81 0.67 0.29 0.498
O -2.4055 -2.4700 0.8196 1.96 -1.46 -0.09 -0.983
H 2.6255 -2.4844 2.8201 1.33 -1.93 4.80 0.466
H 1.7355 -1.9190 2.0059 -3.42 1.63 -0.73 0.481
O 2.5975 -2.2218 1.9718 2.17 0.31 -3.92 -0.955
H -4.3262 1.9354 -0.3266 -2.10 -3.03 0.80 0.472
H -4.6094 0.6807 -1.1686 -0.36 -0.06 0.75 0.485
O -4.8716 1.0314 -0.2850 1.82 2.76 -1.40 -0.949
H -1.5854 0.8970 -0.5877 -0.43 -0.51 -0.92 0.504
H -2.7344 1.9309 -1.1094 0.15 -0.62 -1.27 0.483
O -2.1611 1.6447 -0.4156 0.92 1.00 2.02 -0.983
```
Positions in Å, forces in eV/Å.

LUMO level   -0.0011 hartree
Energy above the lowest of the compared OMol25 structures with the same formula, charge and spin   2.9585 eV

---

Entry 2:
Molecular formula: C5H39NO15
Method: DFT, wB97M-V/def2-TZVPD

```
60
Properties=species:S:1:pos:R:3:forces:R:3:nbo_charge:R:1
O -0.4131 0.0492 -2.6230 -0.31 -0.17 0.31 -0.601
C -0.6780 1.0346 -1.9718 0.86 0.20 -0.03 0.484
C -0.7134 1.1666 -0.4415 -1.00 -0.62 -0.41 -0.156
C 0.2724 0.2368 0.2582 -0.42 -0.12 -0.13 -0.409
C 0.0726 0.0754 1.7593 -1.21 0.23 0.04 -0.395
C 0.2214 1.3961 2.5109 0.95 -0.42 -0.08 -0.617
N -2.1059 0.8787 0.0066 0.03 0.26 -0.28 -0.851
H -0.8762 1.9996 -2.4560 -0.29 -0.17 -0.24 0.135
H -0.5622 2.2444 -0.3397 0.32 -0.09 0.60 0.187
H 1.2519 0.5914 -0.0509 0.31 -0.39 0.34 0.211
H 0.0856 -0.7715 -0.1149 0.37 0.14 -0.58 0.228
H -0.9532 -0.2913 1.8853 0.03 0.25 -0.18 0.186
H 0.5784 -0.8068 2.1560 0.82 0.47 0.03 0.227
H -0.2036 1.3947 3.5123 -0.14 0.05 0.00 0.212
H 1.2809 1.6427 2.6124 0.01 0.02 0.12 0.217
H -0.1905 2.1976 1.8979 -0.38 0.00 0.17 0.176
H -2.7266 1.1185 -0.7625 -0.19 0.26 0.21 0.383
H -2.2172 -0.1213 0.1319 0.20 -0.07 0.00 0.344
H -0.4281 -3.0765 -2.1474 -0.46 -0.34 0.46 0.493
H 0.0342 -4.3417 -1.2636 -1.06 0.38 0.11 0.512
O 0.2506 -3.7315 -1.9733 1.35 0.10 -0.83 -0.971
H -3.0523 3.8004 -1.5052 -0.10 -0.05 0.04 0.505
H -3.7448 2.9162 -2.6019 -0.05 0.21 0.04 0.477
O -2.9698 2.9970 -2.0401 0.01 -0.16 -0.15 -0.983
H 1.3479 -2.7535 -1.0108 0.30 0.04 0.13 0.503
H 2.4460 -1.6832 -1.1748 0.10 -0.04 0.15 0.503
O 2.0432 -2.2692 -0.5079 -0.12 -0.06 -0.17 -1.039
H 2.5999 -4.1466 1.6836 0.18 0.12 0.34 0.470
H 2.3459 -2.7777 1.1328 -0.10 0.17 0.10 0.516
O 2.3421 -3.2645 1.9910 0.19 -0.33 -0.72 -0.973
H -1.8327 4.7774 0.6001 0.16 -0.03 0.12 0.479
H -2.7091 3.4913 0.6494 0.20 0.02 0.04 0.493
O -2.6722 4.4035 0.3304 -0.35 -0.05 -0.12 -0.961
H 2.2755 1.4535 -1.6217 0.24 0.77 -0.04 0.507
H 2.0363 2.9014 -2.2232 0.37 -0.10 0.20 0.475
O 1.6240 2.0622 -2.0152 -0.60 -0.09 -0.15 -0.983
H 0.4742 4.1752 2.1169 0.22 -0.22 -0.22 0.466
H 1.9871 4.4954 1.8742 -0.16 -0.22 -0.21 0.475
O 1.2463 4.6183 2.4714 0.01 0.47 0.45 -0.940
H 2.1885 1.2078 -4.9032 -0.45 0.26 0.03 0.480
H 0.8853 0.5642 -4.2333 -0.15 0.36 0.11 0.511
O 1.8115 0.4454 -4.4642 0.60 -0.79 -0.15 -0.974
H -2.0122 -3.5702 0.4531 -0.21 -0.07 -0.33 0.479
H -0.9787 -4.4516 1.0420 -0.04 -0.09 0.01 0.500
O -1.4067 -4.2735 0.1864 0.04 0.03 0.58 -0.985
H -3.6055 -1.6489 0.8580 0.02 0.10 0.51 0.469
H -4.1800 -2.7073 1.8436 0.25 0.27 0.09 0.480
O -4.2572 -2.3454 0.9570 -0.21 -0.34 -0.50 -0.946
H 4.5518 1.5987 -1.2796 -0.10 0.11 -0.02 0.479
H 4.1126 0.4669 -0.4058 -0.24 -0.04 0.04 0.494
O 3.8442 1.3578 -0.6686 0.57 -0.24 0.12 -0.947
H -3.5583 -0.2691 3.7492 -0.01 0.03 -0.01 0.474
H -2.3467 0.2533 2.9723 -0.05 0.13 -0.03 0.479
O -2.7650 -0.5542 3.2858 -0.13 -0.14 0.06 -0.952
H 3.3232 -1.6311 -3.1314 0.06 -0.04 -0.03 0.485
H 2.7748 -0.2245 -3.0129 -0.06 -0.05 -0.25 0.511
O 3.3378 -0.8682 -2.5437 0.03 0.05 0.09 -0.991
H -0.0897 -3.6122 3.5852 0.13 0.10 -0.03 0.482
H 0.7132 -3.7803 2.2467 -0.24 0.24 0.87 0.499
O -0.1106 -4.0408 2.7283 -0.10 -0.30 -0.65 -1.013
```
Positions in Å, forces in eV/Å.

LUMO level   -0.0013 hartree
Energy above the lowest of the compared OMol25 structures with the same formula, charge and spin   3.4830 eV

---

Entry 3:
Molecular formula: C5H3Cl2F2O2
Method: DFT, wB97M-V/def2-TZVPD

```
14
Properties=species:S:1:pos:R:3:forces:R:3:nbo_charge:R:1
C 0.4974 -1.4568 1.7316 0.30 0.91 0.15 0.761
C 0.3536 -0.0289 -0.4237 1.25 -0.18 2.11 -0.488
C -0.2342 -0.6125 0.8670 -0.42 3.05 -0.80 -0.022
C 0.7507 1.4828 -0.2751 1.45 -1.31 0.16 0.627
C 1.2131 2.0477 -1.6218 0.17 -0.02 1.38 -0.440
O 1.3486 -1.6964 2.5033 0.95 -0.58 1.13 -0.552
O -0.3777 -2.1007 1.0095 -1.11 -1.01 -0.88 -0.472
F 1.8472 1.5766 0.6522 -1.29 -0.23 -1.09 -0.386
F -0.3055 1.9976 0.4545 -0.30 1.13 -0.02 -0.392
Cl 1.7964 3.7743 -1.3756 0.01 -0.18 0.25 -0.177
Cl -0.2165 2.2101 -2.6638 -0.77 -0.19 -0.42 -0.148
H 1.2724 -0.6112 -0.4954 -0.09 0.14 -1.45 0.229
H -0.4315 -0.0669 -1.1423 -0.01 -0.42 -1.14 0.242
H -1.0464 0.0693 1.1564 -0.13 -1.12 0.63 0.217
```
Positions in Å, forces in eV/Å.

Total charge   -1
LUMO level   0.1226 hartree

---

| no. | E_HOMO (eV) |
| --- | --- |
| 1 | -8.9772 |
| 2 | -9.2621 |
| 3 | -3.4090 |